# 1
51
Properties=species:S:1:pos:R:3 method="wB97M-V/def2-TZVPD" spin_multiplicity=1 orbital_gap_ha=0.271 e_lumo_ev=-0.76 charge=0 total_energy_ha=-4218.6076
Pt -0.5652 0.4303 1.5979
C 0.6421 0.2619 4.5105
O -0.5870 0.2682 3.7719
C -1.6160 1.1259 4.2658
C -1.5806 2.4292 3.5117
O -1.8233 2.1319 2.1334
C -1.9139 3.3013 1.3129
H 0.4307 0.0009 5.5469
H 1.1345 1.2349 4.4567
H 1.2649 -0.4972 4.0520
H -1.5069 1.2793 5.3394
H -2.5592 0.6165 4.0693
H -0.6046 2.9152 3.6090
H -2.3537 3.1096 3.8743
H -2.7385 3.9212 1.6671
H -2.1056 2.9584 0.3008
H -0.9797 3.8634 1.3438
O -0.4428 -2.7630 2.2751
C 0.1819 -2.2241 1.3986
O 0.7854 -1.0252 1.5371
C 0.3680 -2.8447 0.0494
C 1.5796 -2.5816 -0.7624
C 1.5244 -3.1005 -2.1816
C 0.3141 -3.7235 -2.7028
C -0.6201 -4.0496 -1.8082
C -0.6085 -3.6269 -0.4300
N -1.8256 -4.7612 -2.2943
O -1.8787 -5.0336 -3.4754
O -2.7367 -4.9085 -1.5054
N 2.3421 -2.3715 -3.2047
O 1.6949 -1.8669 -4.1053
O 3.5372 -2.3346 -3.0743
H 1.9665 -1.0936 0.3109
H 0.1793 -3.8950 -3.7590
H -1.4617 -3.8567 0.1915
C -0.6490 2.2405 -3.4219
Si 0.3585 1.9892 -1.8693
C 2.0478 1.3305 -2.2999
C 0.5746 3.6225 -0.9767
Se -0.9483 0.4693 -0.7337
H -0.1595 2.9644 -4.0815
H -1.6489 2.6106 -3.1866
H -0.7520 1.3016 -3.9714
H 2.6922 2.1458 -2.6453
H 1.9805 0.5906 -3.1023
H 2.5295 0.8498 -1.4503
H 1.2714 4.2414 -1.5519
H 0.9973 3.4837 0.0220
H -0.3657 4.1712 -0.8928
O 2.3758 -1.5411 -0.4654
O 2.2585 -3.7599 -1.1957



# 2
41
Properties=species:S:1:pos:R:3 method="wB97M-V/def2-TZVPD" spin_multiplicity=1 orbital_gap_ha=0.331 e_lumo_ev=0.73 charge=0 total_energy_ha=-881.9265 e_above_lowest_kcal_mol=24.7 smiles="CCOCCCNC(=O)c1[nH]c(C)c(C(C)=O)c1C"
C -5.8440 -0.8643 -0.7786
C -4.8239 -1.8319 -0.1836
O -3.5618 -1.2692 0.0962
C -3.4966 -0.3754 1.1899
C -3.5608 1.1086 0.7944
C -2.7440 1.3978 -0.4718
N -1.4183 0.8364 -0.4128
C -0.3241 1.5800 -0.1426
O -0.3636 2.7974 -0.0128
C 0.9613 0.8725 -0.0683
N 2.0776 1.6711 -0.1091
C 3.1937 0.9361 -0.0430
C 4.5437 1.5445 -0.0725
C 2.8114 -0.4086 0.0309
C 3.7972 -1.4860 0.0254
C 3.3416 -2.8686 -0.3883
O 4.9666 -1.2814 0.2934
C 1.3836 -0.4408 0.0329
C 0.5101 -1.6359 0.2270
H -5.4237 -0.3585 -1.6441
H -6.1497 -0.1191 -0.0488
H -6.7242 -1.4197 -1.0916
H -5.2386 -2.2881 0.7283
H -4.6100 -2.6277 -0.9026
H -4.2828 -0.6033 1.9203
H -2.5295 -0.5682 1.6688
H -3.1670 1.6932 1.6268
H -4.5892 1.4217 0.6147
H -3.2560 0.9776 -1.3411
H -2.6358 2.4772 -0.5994
H -1.3498 -0.1609 -0.5199
H 2.0000 2.6766 -0.1658
H 4.5154 2.5183 -0.5577
H 4.9202 1.6678 0.9431
H 5.2383 0.8876 -0.5901
H 4.2053 -3.4245 -0.7467
H 2.5809 -2.8239 -1.1608
H 2.9434 -3.3950 0.4772
H 0.2064 -2.0695 -0.7271
H -0.3863 -1.3691 0.7835
H 1.0323 -2.3998 0.7946



# 3
46
Properties=species:S:1:pos:R:3 method="wB97M-V/def2-TZVPD" spin_multiplicity=1 orbital_gap_ha=0.293 e_lumo_ev=-0.39 charge=0 total_energy_ha=-1903.9886 e_above_lowest_kcal_mol=0.9 smiles="COC(=O)c1sc(S(=O)(=O)NCCCN(C)C)c(C(=O)OC)c1C"
C 0.8522 -5.3301 0.7295
O 0.9597 -4.0021 0.2334
C 1.3779 -3.0886 1.1201
O 1.6475 -3.3438 2.2685
C 1.4733 -1.7411 0.5544
S 2.1096 -0.5116 1.6045
C 1.9006 0.6577 0.3746
S 2.3109 2.3827 0.5932
O 2.2762 2.9597 -0.7145
O 3.5011 2.4607 1.3773
N 1.1004 3.0450 1.4862
C -0.2406 3.0387 0.9427
C -1.0711 1.8342 1.3805
C -2.3403 1.6947 0.5187
N -3.0870 0.4665 0.6835
C -2.3993 -0.7090 0.2000
C -3.6252 0.2706 2.0109
C 1.3819 0.1344 -0.7771
C 1.0749 1.0183 -1.9471
O 0.0215 1.5864 -2.0803
O 2.0785 1.0412 -2.8062
C 1.9767 1.9864 -3.8662
C 1.1279 -1.2558 -0.6906
C 0.5620 -2.0558 -1.8112
H 0.1254 -5.3738 1.5431
H 0.5264 -5.9396 -0.1092
H 1.8179 -5.6742 1.1045
H 1.1827 2.8498 2.4707
H -0.7377 3.9687 1.2344
H -0.1174 3.0409 -0.1416
H -1.3376 1.9349 2.4352
H -0.4731 0.9287 1.2667
H -2.0493 1.7604 -0.5324
H -3.0180 2.5251 0.7368
H -1.9800 -0.4959 -0.7810
H -1.5894 -1.0527 0.8640
H -3.1226 -1.5198 0.1052
H -4.1349 1.1784 2.3285
H -2.8614 0.0110 2.7598
H -4.3532 -0.5402 1.9754
H 2.1082 2.9885 -3.4549
H 2.7736 1.7478 -4.5653
H 0.9991 1.9153 -4.3472
H -0.2726 -2.6605 -1.4646
H 0.2273 -1.3980 -2.6086
H 1.3176 -2.7342 -2.2044